This record from OMol25 describes a molecular structure, C31H48AsBIrN2O5Si3. The level of theory is ωB97M-V with the def2-TZVPD basis set.

Properties
multiplicity: 2
LUMO energy (alpha / beta): 0.302 / 0.287 eV
strongest force on any atom: 0.5 eV/Å
relative energy (zero: lowest compared OMol25 entry of this formula, charge and spin): 0.0899 eV
<S²>: 0.760
orbital gap (alpha / beta): 7.405 / 6.991 eV

Structure (XYZ):
```
92
Properties=species:S:1:pos:R:3:forces:R:3:mulliken_charge:R:1
Ir -0.1283 0.8253 -0.5899 -0.055 -0.076 0.507 1.65
C -0.3813 3.8896 2.7566 -0.003 -0.007 -0.013 -1.04
C -1.3367 4.7606 2.2576 0.006 -0.002 0.002 -0.77
C -1.8528 4.5470 0.9934 -0.001 0.006 -0.003 -1.00
C -1.3963 3.4720 0.2325 -0.023 -0.002 0.021 0.52
N -0.4469 2.6532 0.7197 0.117 -0.003 -0.181 -0.12
C 0.0266 2.8483 1.9477 -0.005 0.016 -0.012 -0.08
C -1.9187 3.1046 -1.0977 -0.004 0.001 0.009 1.68
C -2.8166 3.9301 -1.7800 0.024 -0.002 0.030 -0.85
C -3.2953 3.5746 -3.0264 0.002 -0.028 -0.023 -0.97
C -2.8461 2.3933 -3.6075 -0.033 0.031 -0.016 -1.04
C -1.9466 1.5771 -2.9390 -0.004 0.005 0.075 -0.23
C -1.4676 1.8851 -1.6543 -0.214 -0.026 0.034 -0.64
H 0.0301 3.9977 3.7499 0.004 0.006 -0.001 0.52
H -1.6892 5.5921 2.8541 -0.004 -0.003 0.002 0.41
H -2.6156 5.2046 0.6033 -0.001 -0.006 0.003 0.40
H 0.7502 2.1244 2.2838 -0.022 -0.011 0.004 0.02
H -3.1348 4.8693 -1.3448 -0.005 -0.002 -0.005 0.34
H -3.9888 4.2192 -3.5501 0.000 0.000 -0.002 0.39
H -3.1880 2.1136 -4.5970 0.000 0.000 -0.002 0.48
H -1.5887 0.6888 -3.4439 0.000 -0.010 -0.018 0.43
C 3.3875 1.9589 2.9822 0.033 0.010 0.044 -1.22
Si 2.6720 0.2236 2.9126 -0.037 -0.013 0.013 0.50
C 1.2250 0.0356 4.0876 -0.001 0.019 -0.006 -0.95
C 4.0135 -0.9536 3.4900 -0.013 0.004 0.007 -1.11
As 1.9815 -0.2123 0.6916 -0.242 -0.050 -0.323 0.81
Si 2.0571 -2.5788 0.6633 0.062 0.016 0.102 0.33
C 1.2818 -3.2771 -0.8817 0.003 0.023 -0.058 -0.57
C 3.8121 -3.2363 0.7484 0.019 -0.030 0.003 -1.07
C 1.0475 -3.1575 2.1320 -0.002 0.018 -0.005 -1.00
Si 3.7843 0.5054 -0.6759 0.056 -0.119 -0.035 0.49
C 5.4099 -0.0880 0.0757 0.003 -0.027 0.009 -1.06
C 3.6203 -0.2931 -2.3562 0.015 0.018 -0.013 -0.89
C 3.8641 2.3725 -0.6910 -0.035 -0.025 0.047 -1.08
H 3.6498 2.2018 4.0160 -0.010 -0.008 0.006 0.46
H 2.7059 2.7274 2.6180 0.048 0.010 0.002 0.30
H 4.3001 2.0220 2.3868 0.013 -0.025 0.029 0.29
H 1.5283 0.3906 5.0776 -0.019 0.009 0.002 0.41
H 0.9600 -1.0181 4.1848 0.009 -0.025 0.003 0.29
H 0.3104 0.5531 3.7941 0.015 0.025 -0.039 0.17
H 4.3354 -0.6500 4.4905 0.001 0.011 0.000 0.42
H 4.8863 -0.9480 2.8367 -0.005 0.006 0.005 0.27
H 3.6432 -1.9772 3.5608 0.012 0.005 0.016 0.27
H 1.7148 -2.8688 -1.7961 -0.022 0.000 0.014 0.20
H 0.2068 -3.0982 -0.8962 -0.020 -0.016 0.004 -0.26
H 1.4334 -4.3606 -0.8817 0.016 0.003 -0.003 0.60
H 4.3943 -2.8832 -0.1049 -0.047 -0.079 -0.006 0.26
H 3.7928 -4.3289 0.7020 -0.030 -0.007 0.019 0.39
H 4.3358 -2.9447 1.6592 -0.010 -0.013 -0.066 0.31
H 0.0698 -2.6689 2.1217 -0.002 -0.001 0.010 0.14
H 1.5313 -2.9235 3.0805 0.001 -0.008 0.028 0.25
H 0.8950 -4.2392 2.0927 0.006 -0.002 -0.025 0.45
H 5.4372 -1.1719 0.1994 0.049 0.122 0.012 0.25
H 5.6133 0.3677 1.0469 -0.007 0.026 0.006 0.21
H 6.2304 0.1900 -0.5928 -0.002 0.015 -0.005 0.42
H 3.7091 -1.3802 -2.2875 0.016 -0.022 0.019 0.22
H 4.4242 0.0633 -3.0068 0.022 -0.009 -0.007 0.46
H 2.6607 -0.0366 -2.8046 0.047 -0.032 0.022 0.09
H 3.9602 2.7575 0.3273 -0.017 0.017 -0.078 0.27
H 2.9726 2.7933 -1.1500 -0.053 0.019 -0.036 0.21
H 4.7459 2.6985 -1.2506 -0.025 -0.021 -0.017 0.41
O 1.1202 1.3079 -1.8929 0.070 0.306 0.110 -1.03
O -2.2342 0.7610 2.9883 0.013 0.023 -0.046 -0.75
C -2.2808 0.4942 1.7975 -0.029 0.109 0.041 0.14
O -1.3747 -0.0332 1.0723 0.018 -0.150 -0.066 -0.71
C -3.6172 0.8105 1.0723 0.003 -0.001 0.002 0.67
N -3.6011 0.1301 -0.2718 0.009 0.068 -0.026 0.71
C -4.7751 -0.7847 -0.3628 0.009 0.013 -0.003 -0.26
C -5.0505 -1.1181 1.0949 0.002 0.002 0.007 -0.68
C -4.8418 0.2317 1.7832 0.011 0.003 0.012 -1.04
H -3.6763 1.8873 0.9250 0.012 0.006 -0.014 0.28
H -2.7149 -0.4092 -0.3011 0.014 0.016 -0.021 -0.33
H -3.5311 0.7910 -1.0485 0.033 0.013 -0.017 0.12
H -4.5189 -1.6270 -1.0010 0.007 0.005 0.011 0.03
H -5.6040 -0.2327 -0.8052 0.003 -0.004 -0.009 0.40
H -4.3207 -1.8470 1.4547 -0.003 -0.002 0.000 0.29
H -6.0468 -1.5306 1.2396 0.001 0.002 0.000 0.49
H -4.6444 0.1594 2.8496 -0.005 -0.002 0.002 0.42
H -5.7155 0.8689 1.6332 0.003 0.002 -0.003 0.38
O 0.0167 -1.1790 -2.9478 0.033 -0.021 0.007 -0.18
B -0.5632 -0.7565 -1.7348 0.105 -0.060 -0.118 1.15
O -1.7281 -1.5713 -1.5168 0.052 -0.063 0.016 -0.78
C -1.8012 -2.4466 -2.5693 0.013 -0.027 0.007 0.76
C -2.7162 -3.4466 -2.8023 0.007 -0.008 0.004 -1.19
C -2.5370 -4.2066 -3.9600 -0.007 -0.002 -0.002 -0.76
C -1.4787 -3.9607 -4.8251 0.000 0.003 -0.001 -0.59
C -0.5518 -2.9487 -4.5712 -0.006 -0.006 0.002 -1.25
C -0.7401 -2.2048 -3.4291 0.008 0.041 -0.011 0.79
H -3.5257 -3.6484 -2.1128 -0.005 0.000 0.000 0.52
H -3.2325 -5.0050 -4.1821 -0.001 0.001 0.000 0.41
H -1.3667 -4.5695 -5.7125 -0.001 0.000 0.001 0.41
H 0.2802 -2.7527 -5.2336 0.000 0.000 0.002 0.55
```
Forces are in eV/Å.